Entry 1:
{
  "formula": "C19H26N4O4S",
  "method": "ωB97M-V/def2-TZVPD",
  "smiles": "Cc1cccc(NC(=O)CSc2nnc([C@H](C)NC(=O)OC(C)(C)C)o2)c1C",
  "multiplicity": 1,
  "relative_energy_kcal_mol": 30.4,
  "homo_lumo_gap_ev": 8.99,
  "symbols": ["C", "C", "C", "C", "C", "C", "N", "C", "O", "C", "S", "C", "N", "N", "C", "C", "C", "N", "C", "O", "O", "C", "C", "C", "C", "O", "C", "C", "H", "H", "H", "H", "H", "H", "H", "H", "H", "H", "H", "H", "H", "H", "H", "H", "H", "H", "H", "H", "H", "H", "H", "H", "H", "H"],
  "xyz": [[3.169, -2.253, 2.815], [1.872, -1.511, 2.959], [1.690, -0.677, 4.056], [0.518, 0.034, 4.228], [-0.503, -0.089, 3.306], [-0.334, -0.917, 2.205], [-1.378, -1.087, 1.278], [-2.296, -0.176, 0.913], [-2.380, 0.964, 1.313], [-3.364, -0.689, -0.064], [-2.937, -2.181, -1.018], [-1.638, -1.535, -1.961], [-0.615, -2.183, -2.417], [0.129, -1.290, -3.095], [-0.464, -0.147, -3.002], [-0.023, 1.145, -3.596], [1.063, 0.890, -4.640], [0.449, 2.039, -2.553], [0.772, 1.670, -1.283], [0.460, 0.614, -0.783], [1.453, 2.668, -0.715], [1.811, 2.640, 0.693], [0.547, 2.704, 1.543], [2.643, 1.401, 1.016], [2.649, 3.906, 0.880], [-1.629, -0.234, -2.322], [0.854, -1.632, 2.011], [1.006, -2.477, 0.779], [2.998, -3.326, 2.744], [3.700, -1.931, 1.920], [3.808, -2.065, 3.674], [2.482, -0.585, 4.786], [0.393, 0.678, 5.085], [-1.424, 0.457, 3.427], [-1.360, -1.960, 0.764], [-3.634, 0.115, -0.749], [-4.248, -0.964, 0.513], [-0.900, 1.617, -4.065], [1.396, 1.833, -5.068], [1.904, 0.384, -4.175], [0.677, 0.256, -5.432], [0.820, 2.925, -2.861], [0.003, 3.624, 1.339], [0.809, 2.673, 2.597], [-0.107, 1.865, 1.328], [2.970, 1.442, 2.051], [2.051, 0.502, 0.876], [3.516, 1.356, 0.367], [3.542, 3.862, 0.262], [2.072, 4.781, 0.593], [2.942, 4.001, 1.921], [0.315, -3.323, 0.791], [2.010, -2.873, 0.688], [0.800, -1.880, -0.108]],
  "forces_ev_per_angstrom": [[-0.1, 0.0, 0.0], [-0.1, 0.0, 0.1], [0.0, 0.0, 0.0], [0.0, 0.0, 0.0], [-0.1, 0.0, 0.0], [0.2, 0.2, 0.3], [0.4, -0.5, 0.0], [-0.5, -0.1, -0.4], [0.0, 0.2, 0.2], [0.2, -0.1, -0.2], [-0.5, 0.0, 0.1], [0.3, -0.1, -0.1], [-1.0, -0.7, 1.0], [0.6, 1.2, -0.9], [0.2, -0.5, -0.4], [0.0, 0.0, 0.0], [-0.2, 0.0, 0.1], [0.0, 0.4, -0.3], [-0.1, 0.2, -0.2], [0.1, -0.2, 0.4], [0.2, 0.2, 0.0], [0.2, 0.0, 0.7], [0.1, -0.1, -0.4], [-0.2, 0.1, -0.2], [-0.2, -0.3, -0.2], [-0.1, 0.0, -0.1], [-0.1, 0.1, 0.0], [0.0, 0.1, 0.1], [0.1, -0.1, 0.0], [0.1, 0.0, -0.1], [0.1, 0.0, 0.0], [0.1, 0.0, 0.1], [0.0, 0.1, 0.1], [-0.1, 0.0, 0.0], [-0.2, 0.2, 0.0], [0.0, 0.0, 0.2], [0.0, 0.0, 0.0], [0.2, -0.2, 0.1], [0.0, 0.1, 0.0], [0.1, 0.0, 0.0], [0.0, 0.0, -0.1], [0.0, -0.1, 0.1], [-0.1, 0.1, 0.0], [0.0, 0.0, 0.1], [0.0, 0.0, 0.1], [0.1, 0.0, 0.1], [0.0, 0.0, 0.1], [0.1, 0.0, 0.0], [0.1, 0.0, 0.0], [-0.1, 0.1, 0.0], [0.0, 0.0, 0.1], [0.0, -0.1, -0.1], [0.1, -0.1, 0.0], [0.0, 0.0, -0.1]],
  "lowdin_charge": [-0.0477, -0.2445, -0.0607, -0.0800, -0.0256, -0.1825, 0.1301, -0.5289, 0.0700, -0.3335, 1.0136, -0.6851, 0.0611, 0.1137, -0.3309, -0.2669, -0.0368, 0.1365, -0.5232, 0.1076, 0.0456, -0.5514, -0.0050, -0.0091, -0.0227, 0.0896, -0.1739, -0.0193, 0.0846, 0.0828, 0.0742, 0.1057, 0.1040, 0.1118, 0.0771, 0.0896, 0.0914, 0.1574, 0.0790, 0.0855, 0.0843, 0.1528, 0.0949, 0.0903, 0.0553, 0.0918, 0.0644, 0.0944, 0.0851, 0.0853, 0.0895, 0.0938, 0.0719, 0.0631]
}

---

Entry 2:
{
  "formula": "C19H29N3O4",
  "method": "ωB97M-V/def2-TZVPD",
  "smiles": "CCOC(=O)[C@@H]1CCCN(c2c(NC[C@@H]3CCCN3CC)c(=O)c2=O)C1",
  "multiplicity": 1,
  "relative_energy_kcal_mol": 56.9,
  "homo_lumo_gap_ev": 7.74,
  "symbols": ["C", "C", "O", "C", "O", "C", "C", "C", "C", "N", "C", "C", "N", "C", "C", "C", "C", "C", "N", "C", "C", "C", "O", "C", "O", "C", "H", "H", "H", "H", "H", "H", "H", "H", "H", "H", "H", "H", "H", "H", "H", "H", "H", "H", "H", "H", "H", "H", "H", "H", "H", "H", "H", "H", "H"],
  "xyz": [[3.696, 3.361, -0.654], [2.491, 2.460, -0.450], [2.945, 1.155, -0.076], [2.293, 0.502, 0.872], [1.305, 0.924, 1.428], [2.958, -0.813, 1.246], [3.832, -1.406, 0.137], [2.972, -1.970, -0.993], [1.991, -3.000, -0.432], [1.173, -2.368, 0.577], [-0.147, -2.209, 0.383], [-1.186, -1.489, 0.984], [-1.261, -0.515, 1.912], [-2.510, 0.202, 2.014], [-2.650, 1.287, 0.917], [-4.111, 1.735, 0.796], [-4.651, 0.792, -0.276], [-3.470, 0.692, -1.234], [-2.292, 0.715, -0.378], [-1.111, 1.270, -0.996], [-0.655, 0.436, -2.189], [-2.205, -2.218, 0.213], [-3.410, -2.329, 0.267], [-1.072, -2.858, -0.555], [-0.930, -3.505, -1.574], [1.903, -1.839, 1.698], [3.363, 4.345, -0.973], [4.257, 3.461, 0.271], [4.350, 2.944, -1.416], [1.917, 2.361, -1.376], [1.833, 2.845, 0.336], [3.588, -0.569, 2.111], [4.431, -2.213, 0.566], [4.512, -0.646, -0.247], [2.412, -1.163, -1.470], [3.606, -2.436, -1.748], [2.545, -3.831, 0.021], [1.343, -3.394, -1.216], [-0.431, 0.061, 2.024], [-3.314, -0.525, 1.901], [-2.570, 0.666, 3.002], [-1.986, 2.124, 1.171], [-4.645, 1.661, 1.742], [-4.160, 2.768, 0.448], [-5.549, 1.167, -0.762], [-4.857, -0.190, 0.146], [-3.490, -0.232, -1.814], [-3.467, 1.548, -1.929], [-1.278, 2.315, -1.330], [-0.321, 1.282, -0.242], [-0.565, -0.608, -1.906], [-1.367, 0.506, -3.006], [0.311, 0.791, -2.546], [2.423, -2.667, 2.198], [1.209, -1.386, 2.406]],
  "forces_ev_per_angstrom": [[-0.2, -0.4, 0.1], [-0.2, 0.6, 0.0], [0.3, -0.1, -0.2], [0.0, -0.3, 0.3], [-0.1, 0.1, 0.0], [0.0, -0.2, 0.0], [-0.1, 0.2, -0.1], [0.1, -0.3, 0.2], [0.2, 0.0, -0.5], [-0.1, 0.1, -0.1], [-0.4, -0.1, 0.5], [0.6, 0.0, -0.1], [0.3, -0.1, 0.0], [-0.2, 0.4, -0.1], [0.0, -0.1, 0.5], [0.2, 0.0, -0.1], [0.1, 0.0, -0.1], [-0.2, -0.1, -0.2], [-0.1, 0.2, 0.0], [0.2, -0.1, -0.1], [-0.1, 0.2, 0.2], [-0.5, -0.1, 0.2], [0.2, 0.1, -0.1], [0.3, -0.2, -0.7], [-0.1, 0.0, 0.3], [0.1, 0.4, 0.3], [0.0, 0.1, 0.0], [0.1, 0.0, 0.1], [0.1, 0.0, -0.1], [0.0, 0.0, 0.1], [0.1, -0.1, -0.2], [-0.1, 0.0, 0.0], [0.0, 0.0, 0.0], [0.1, -0.1, 0.1], [-0.1, 0.0, -0.1], [0.0, 0.0, -0.1], [0.0, 0.0, 0.0], [0.0, 0.0, 0.1], [0.0, -0.2, 0.0], [-0.1, 0.1, 0.1], [-0.1, -0.1, 0.0], [0.0, 0.0, -0.1], [0.0, 0.1, 0.1], [0.0, 0.0, 0.0], [0.0, 0.0, 0.0], [-0.1, -0.1, 0.0], [-0.1, 0.1, -0.1], [0.0, 0.0, 0.0], [0.0, -0.1, 0.1], [0.0, 0.1, -0.1], [0.0, -0.1, 0.0], [0.0, 0.0, -0.1], [0.1, 0.0, -0.1], [-0.1, 0.1, 0.0], [0.1, -0.1, 0.0]],
  "lowdin_charge": [-0.0554, -0.2034, 0.0081, -0.4405, 0.0806, -0.1779, -0.1486, -0.1467, -0.1263, -0.0474, -0.0797, -0.1118, 0.0796, -0.1219, -0.2850, -0.1324, -0.1562, -0.1769, -0.1402, -0.2441, -0.0555, -0.2874, 0.0831, -0.2943, 0.0683, -0.0885, 0.0801, 0.0806, 0.0789, 0.1205, 0.1229, 0.1620, 0.1215, 0.1146, 0.1136, 0.1169, 0.1326, 0.1188, 0.1010, 0.1192, 0.1254, 0.1450, 0.1122, 0.1135, 0.1100, 0.0993, 0.1201, 0.1216, 0.1234, 0.0847, 0.0633, 0.0721, 0.0627, 0.1384, 0.1260]
}

---

Entry 3:
{
  "formula": "C7H14N3",
  "method": "ωB97M-V/def2-TZVPD",
  "multiplicity": 1,
  "total_charge": 1,
  "relative_energy_kcal_mol": 134.3,
  "homo_lumo_gap_ev": 10.42,
  "symbols": ["C", "C", "C", "C", "C", "C", "C", "N", "N", "N", "H", "H", "H", "H", "H", "H", "H", "H", "H", "H", "H", "H", "H", "H"],
  "xyz": [[1.996, -0.512, -0.098], [-0.439, 0.074, 0.215], [3.388, -1.047, -0.064], [-2.023, -1.552, 0.876], [-2.378, -0.342, -1.267], [0.112, 2.495, 0.350], [-1.842, -0.127, 0.164], [1.029, -1.325, -0.056], [1.735, 0.830, -0.001], [0.404, 1.050, 0.124], [3.529, -1.989, -0.353], [4.176, -0.363, -0.625], [3.843, -1.089, 0.930], [-2.967, -1.833, 0.697], [-1.683, -1.380, 1.962], [-1.390, -2.318, 0.475], [-1.829, 0.207, -1.892], [-3.417, -0.200, -1.193], [-2.156, -1.343, -1.653], [-0.537, 2.964, -0.528], [-0.529, 2.462, 1.282], [1.000, 3.150, 0.514], [-2.319, 0.654, 0.605], [2.295, 1.535, -0.466]],
  "forces_ev_per_angstrom": [[0.3, -0.9, 0.3], [6.7, -2.0, -2.3], [2.6, 5.2, 0.3], [3.5, 3.1, 2.5], [0.4, -2.4, 2.0], [-2.7, 1.2, -0.3], [0.9, -4.8, -0.8], [-3.8, 2.0, 0.7], [0.8, -0.6, 0.2], [-1.2, 1.7, 0.1], [-0.2, -3.7, -1.9], [-1.8, -1.3, 0.8], [-0.7, 0.5, 0.4], [-3.7, -1.0, 0.2], [-1.2, -0.8, -1.4], [0.6, 0.0, -0.5], [1.2, 3.0, -2.8], [-1.3, 0.5, -0.5], [-0.2, -0.2, 0.6], [1.4, -1.2, 1.8], [0.8, 0.6, -1.1], [-0.6, -1.0, -0.1], [-1.7, 2.2, 1.6], [-0.2, 0.0, 0.1]],
  "lowdin_charge": [-0.4480, 0.0447, 0.0007, -0.0135, 0.0007, 0.0367, -0.3145, 0.2806, 0.1110, -0.1083, 0.0327, 0.1391, 0.1000, 0.0372, 0.1233, 0.0707, 0.0374, 0.0903, 0.1107, 0.1489, 0.1198, 0.1076, 0.1146, 0.1778]
}